Record 1
Formula: C27H35ClLuN2O5S
Source: the OMol25 dataset
Level of theory: ωB97M-V with the def2-TZVPD basis set

Multiplicity: 1
HOMO energy (spin up / spin down) in eV: -0.9 / -1.2
Kohn-Sham gap (spin up / spin down) in eV: 3.4 / 3.7
Calculated total energy in eV: -98764.4631
Charge: -1

Each line ends with the Löwdin charge.
Cartesian coordinates (Å):
1 Lu -1.23370 -0.39421 -0.17398  1.260
2 Cl -3.39033 -0.25761 0.85807  -0.151
3 N -0.03405 1.57667 -0.68448  0.026
4 N -0.34874 -2.51178 -0.73947  0.007
5 C -0.61711 2.37472 -1.56726  -0.376
6 C -0.85783 -3.14084 -1.78797  -0.401
7 C 1.37851 2.06045 -0.53273  -0.540
8 C 1.37673 3.37380 -1.30670  -0.062
9 C 2.32182 1.05749 -1.17583  -0.026
10 C 1.72727 2.32251 0.91807  -0.028
11 H 1.95879 0.78172 -2.17683  0.099
12 H 2.40786 0.15376 -0.56075  0.058
13 H 3.31998 1.50672 -1.27402  0.089
14 H 0.93653 2.91753 1.38888  0.086
15 H 2.66658 2.89299 0.96062  0.096
16 H 1.86485 1.39133 1.47293  0.054
17 C 0.81479 -3.33897 -0.26667  -0.549
18 C 0.98231 -4.36821 -1.37726  -0.072
19 C 0.44830 -4.04792 1.02507  -0.026
20 C 2.06778 -2.50172 -0.13285  -0.041
21 H 2.25834 -1.97878 -1.07867  0.081
22 H 2.92055 -3.16413 0.07505  0.096
23 H 1.99221 -1.78488 0.69052  0.049
24 H -0.45539 -4.65234 0.86674  0.096
25 H 0.27393 -3.34140 1.84144  0.052
26 H 1.27349 -4.71391 1.31304  0.093
27 O -0.18775 -4.18522 -2.23394  0.005
28 H 0.96864 -5.41134 -1.03954  0.126
29 H 1.86653 -4.20382 -2.00535  0.127
30 O 0.08867 3.39883 -1.99643  0.019
31 H 2.15349 3.45679 -2.07591  0.130
32 H 1.40502 4.26068 -0.66127  0.129
33 C -1.93787 2.11954 -2.20750  -0.077
34 C -2.06744 -2.73604 -2.55674  -0.088
35 C -1.69748 -1.45572 -3.24434  -0.250
36 H -2.88061 -2.58603 -1.82360  0.113
37 H -2.35648 -3.53947 -3.24064  0.116
38 C -1.64251 -0.31340 -2.48964  -0.210
39 C -1.67659 0.92592 -3.07909  -0.254
40 H -1.33308 -0.41514 2.50003  0.026
41 C -1.31778 1.03870 -4.44345  -0.237
42 C -1.10228 -0.13161 -5.16986  -0.033
43 C -1.14859 2.38885 -5.06094  -0.061
44 C -1.30076 -1.38772 -4.59875  -0.233
45 H -0.79590 -0.06109 -6.21677  0.101
46 C -1.08116 -2.64844 -5.37083  -0.060
47 H -0.56704 -2.43245 -6.31245  0.069
48 H -2.03193 -3.14270 -5.61228  0.081
49 H -0.47490 -3.36358 -4.79954  0.072
50 H -2.11652 2.88921 -5.20138  0.082
51 H -0.67179 2.29913 -6.04185  0.070
52 H -0.53048 3.04194 -4.43151  0.067
53 H -2.26958 3.00912 -2.75070  0.121
54 H -2.66171 1.90238 -1.40163  0.103
55 C -0.40448 3.41952 7.51230  -0.098
56 C -0.16684 2.39285 6.44462  -0.345
57 C 0.28366 1.11464 6.78890  -0.089
58 C 0.53187 0.15863 5.80762  -0.112
59 C 0.31120 0.47393 4.45609  -0.365
60 C -0.16184 1.74124 4.10115  -0.127
61 C -0.39945 2.68690 5.09766  -0.079
62 S 0.69376 -0.76162 3.26180  0.669
63 O 1.92371 -0.51501 2.54531  -0.329
64 O 0.33314 -2.07842 3.72508  -0.309
65 O -0.45998 -0.33753 2.06035  -0.402
66 H -1.31415 3.19683 8.08307  0.064
67 H 0.42773 3.44100 8.22427  0.063
68 H -0.51646 4.41412 7.07369  0.061
69 H 0.44886 0.86813 7.83899  0.096
70 H 0.89530 -0.83071 6.08186  0.097
71 H -0.34301 2.00618 3.05939  0.079
72 H -0.76862 3.67895 4.82881  0.099

***

Record 2
Formula: C27H35ClNO4ReS3Si
Source: the OMol25 dataset
Level of theory: ωB97M-V with the def2-TZVPD basis set

Multiplicity: 2
HOMO energy (spin up / spin down) in eV: -10.7 / -11.0
Kohn-Sham gap (spin up / spin down) in eV: 8.2 / 6.9
Calculated total energy in eV: -93269.8300
Charge: +1

Each line ends with the Löwdin charge.
Cartesian coordinates (Å):
1 Re -0.33767 -0.35980 0.28241  0.888
2 C 0.38060 -1.85218 -2.83945  -0.452
3 C 0.52425 -0.37614 -3.12594  -0.421
4 S 0.81905 0.71027 -1.66687  0.859
5 C -0.21451 2.03546 -2.28074  -0.468
6 C -1.72690 1.76698 -2.23992  -0.418
7 S -2.30676 0.51631 -1.03905  0.903
8 C -2.78222 -0.82165 -2.20526  -0.421
9 C -2.27851 -2.20089 -1.84066  -0.439
10 S -0.54036 -2.27888 -1.34937  0.916
11 H 1.35440 -2.32032 -2.71101  0.070
12 H -0.08900 -2.36660 -3.67864  0.103
13 H -0.37401 0.00918 -3.60162  0.065
14 H 1.35445 -0.20220 -3.81140  0.100
15 H 0.12187 2.28271 -3.28787  0.106
16 H 0.01762 2.89255 -1.66248  0.033
17 H -2.13007 1.45729 -3.20213  0.082
18 H -2.21904 2.70364 -1.98101  0.070
19 H -2.43363 -0.51829 -3.19024  0.069
20 H -3.87136 -0.83239 -2.23094  0.099
21 H -2.44346 -2.89098 -2.66876  0.107
22 H -2.80329 -2.60079 -0.97991  0.063
23 C 2.74448 -1.29456 -0.20415  -0.094
24 N 1.68008 -1.21626 0.81963  -0.359
25 C 1.44980 -2.62251 1.30272  -0.058
26 C 2.26341 -0.47501 1.96872  -0.150
27 C 1.16513 -0.25540 2.93129  -0.262
28 C 1.38993 -0.25792 4.29581  -0.020
29 C 0.32555 -0.09526 5.16706  -0.048
30 C -0.95603 0.04437 4.65533  -0.059
31 C -1.16866 0.04816 3.28841  -0.177
32 C -0.11227 -0.08946 2.36559  -0.342
33 H 3.63410 -1.73396 0.25187  0.108
34 H 2.99819 -0.30437 -0.57266  0.063
35 H 2.43380 -1.93891 -1.02180  0.070
36 H 0.80023 -2.60036 2.17370  0.088
37 H 2.41547 -3.05501 1.57626  0.109
38 H 0.99020 -3.22603 0.52694  0.048
39 H 2.67646 0.46301 1.59548  0.116
40 H 3.08046 -1.06588 2.39306  0.140
41 H 2.39423 -0.39856 4.67954  0.122
42 H 0.49297 -0.09740 6.23669  0.113
43 H -1.80042 0.13774 5.32661  0.117
44 H -2.18201 0.13281 2.92841  0.094
45 O -1.56510 -3.62365 0.96216  -0.344
46 Cl -2.24441 -2.66953 1.78614  0.748
47 O -3.65082 -2.83098 1.77764  -0.247
48 O -1.68063 -2.60223 3.08207  -0.250
49 O -2.06142 -1.26460 1.09503  -0.606
50 C 3.05192 4.01416 3.43472  -0.076
51 C 3.21918 3.55992 2.13264  -0.080
52 C 2.15328 2.96665 1.47043  -0.146
53 C 0.91214 2.78829 2.08949  -0.305
54 C 0.76006 3.27665 3.38838  -0.083
55 C 1.81802 3.88022 4.05539  -0.068
56 Si -0.56632 2.07051 1.18616  0.679
57 C -1.13082 3.61369 0.20941  -0.339
58 C -2.50836 3.84962 0.16107  -0.146
59 C -3.03142 5.02272 -0.37387  -0.076
60 C -2.17726 5.99925 -0.86019  -0.073
61 C -0.80172 5.80407 -0.79406  -0.067
62 C -0.28979 4.63178 -0.26072  -0.116
63 H 3.87632 4.48423 3.95606  0.106
64 H 4.17385 3.67713 1.63389  0.106
65 H 2.30701 2.62762 0.44589  0.090
66 H -0.19546 3.18055 3.89132  0.107
67 H 1.67855 4.24490 5.06586  0.109
68 H -1.74767 2.01764 2.06624  0.027
69 H -3.19220 3.10846 0.56590  0.094
70 H -4.10321 5.17702 -0.39252  0.109
71 H -2.57682 6.91917 -1.26804  0.108
72 H -0.12771 6.57629 -1.14414  0.109
73 H 0.78795 4.52269 -0.19718  0.099

***

Record 3
Formula: C27H35F6N2O7STi
Source: the OMol25 dataset
Level of theory: ωB97M-V with the def2-TZVPD basis set

Multiplicity: 2
HOMO energy (spin up / spin down) in eV: -5.4 / -8.0
Kohn-Sham gap (spin up / spin down) in eV: 5.6 / 8.2
Calculated total energy in eV: -96135.4781
Charge: 0

Each line ends with the Löwdin charge.
Cartesian coordinates (Å):
1 Ti 0.09732 0.21595 0.22115  1.104
2 O 2.03302 0.57750 0.69979  -0.276
3 C 3.11840 -0.11850 0.47321  -0.219
4 C 3.14510 -1.40717 -0.09359  -0.143
5 C 4.35107 -2.13343 -0.14946  0.043
6 C 4.36259 -3.41222 -0.65609  -0.170
7 C 3.20868 -4.03991 -1.12592  -0.016
8 C 2.02028 -3.33556 -1.09180  0.001
9 C 1.95694 -2.02395 -0.60725  -0.300
10 O 0.82009 -1.36729 -0.65877  -0.204
11 N 5.62884 -4.14395 -0.68997  -0.362
12 O 6.62408 -3.59695 -0.24843  0.055
13 O 5.62651 -5.27045 -1.15389  0.056
14 H 4.06063 0.32874 0.79495  0.124
15 H 5.27037 -1.69539 0.21358  0.123
16 H 3.26239 -5.04903 -1.50328  0.110
17 H 1.10206 -3.78265 -1.45178  0.115
18 C -0.88951 -0.97280 -3.34662  0.015
19 N -1.94137 0.08144 -3.46405  -0.153
20 C -3.00580 -0.35469 -4.39832  0.002
21 C -2.50455 0.54444 -2.11694  -0.070
22 C -2.72627 -0.59907 -1.17797  -0.265
23 C -3.90878 -1.34030 -1.28220  -0.071
24 C -4.10424 -2.46104 -0.49829  -0.092
25 C -3.09446 -2.84326 0.37963  -0.080
26 C -1.93793 -2.08771 0.48984  -0.109
27 C -1.71928 -0.92192 -0.26071  -0.135
28 H -0.46395 -1.12239 -4.33703  0.108
29 H -1.35816 -1.88388 -2.98510  0.114
30 H -0.13030 -0.64938 -2.64209  0.073
31 H -1.48964 0.90683 -3.85935  0.133
32 H -3.48305 -1.23833 -3.98222  0.096
33 H -2.55581 -0.59546 -5.35873  0.104
34 H -3.73387 0.44425 -4.51521  0.105
35 H -3.41653 1.08966 -2.36459  0.134
36 H -1.76169 1.23022 -1.72474  0.095
37 H -4.69052 -1.02048 -1.96587  0.105
38 H -5.02368 -3.02812 -0.56751  0.098
39 H -3.21864 -3.73084 0.98949  0.101
40 H -1.17943 -2.41088 1.19296  0.089
41 O 0.19184 -0.76872 2.15775  -0.562
42 S 1.44002 -0.62949 3.02956  1.059
43 C 0.81493 -1.14525 4.64703  -0.298
44 C 0.15533 0.07994 5.26496  -0.225
45 C 1.13294 1.22122 4.99827  -0.218
46 C 1.52408 1.12300 3.52470  -0.278
47 H 1.67603 -1.48271 5.22812  0.097
48 H 0.15377 -1.98989 4.46336  0.099
49 H -0.03833 -0.06254 6.32813  0.116
50 H -0.79963 0.26877 4.76951  0.106
51 H 2.01533 1.09782 5.63097  0.114
52 H 0.70778 2.20048 5.21978  0.117
53 H 2.51495 1.49745 3.27916  0.098
54 H 0.80839 1.60832 2.86237  0.073
55 C 2.50721 2.32522 -1.84314  0.038
56 C 0.97781 2.40811 -1.86300  -0.417
57 O 0.36046 1.27162 -1.41952  -0.220
58 C 0.53630 3.63715 -1.03715  -0.552
59 F -0.79785 3.75983 -0.98312  0.155
60 F 1.02096 4.78909 -1.54163  0.155
61 F 0.98674 3.54163 0.22011  0.161
62 C 0.54444 2.60395 -3.33923  -0.528
63 F 0.80339 1.48584 -4.04931  0.147
64 F 1.15397 3.61271 -3.96324  0.170
65 F -0.79449 2.81523 -3.47388  0.127
66 H 2.83581 2.22999 -0.81329  0.080
67 H 2.96299 3.20323 -2.29795  0.099
68 H 2.81051 1.43062 -2.38461  0.109
69 C -2.92581 0.76905 2.29255  -0.037
70 C -1.83001 1.80043 2.08108  -0.489
71 C -2.39359 3.16990 1.74109  -0.043
72 O -0.92859 1.39146 1.07989  -0.290
73 H -3.57723 1.08572 3.11057  0.085
74 H -2.49737 -0.20242 2.53506  0.070
75 H -3.52939 0.65614 1.39024  0.084
76 H -1.26007 1.88508 3.01900  0.119
77 H -2.95721 3.12024 0.80747  0.083
78 H -1.59409 3.89954 1.61833  0.074
79 H -3.06316 3.51021 2.53315  0.082